No. 1
This record from the Open Molecules 2025 dataset describes a structure of composition C38H26Br2LiN9O3. The level of theory is ωB97M-V with the def2-TZVPD basis set.

The value obtained for the LUMO energy (alpha / beta) is 3.819 / 3.813 eV. The highest occupied orbital energy (alpha / beta) is -0.65 / 0.06 eV. As for the spin multiplicity: 1. The relative energy (zero: lowest compared OMol25 entry of this formula, charge and spin) is 8.0 kcal per mole. Its charge is -2. The value obtained for the HOMO-LUMO gap (alpha / beta) is 0.1642 / 0.1378 Eh. Its electronic energy is -7337.86233 a.u.

Geometry (Å):
C: 5.387 -3.953 -2.700
N: 0.638 4.523 0.753
H: 0.216 6.866 1.265
C: -1.117 -2.919 -0.542
H: 4.541 -0.017 1.871
C: -2.755 -2.884 1.665
C: -6.602 -3.160 -1.304
H: -0.458 -2.916 -1.404
C: -5.611 -2.467 0.762
N: -2.557 2.834 -1.038
H: -7.071 -5.246 -1.488
C: -2.831 -3.955 0.757
H: 0.094 -1.323 -7.001
H: -3.162 3.473 -1.523
Br: -2.584 -1.703 -8.276
C: -1.455 3.394 -0.461
H: -3.225 -0.615 -3.402
N: -0.482 2.583 -0.103
C: -1.991 -1.278 -6.480
C: -1.564 -0.749 2.306
H: -2.443 1.897 -1.397
H: 6.451 -3.749 -2.674
H: -1.300 6.987 0.496
C: 1.410 -1.148 -2.394
C: -6.665 -4.469 -0.853
O: -0.849 0.209 1.962
C: 3.112 -3.144 -2.617
H: -2.080 -4.771 -1.072
C: 2.810 2.881 1.577
N: -0.381 6.575 0.510
C: -3.506 -2.804 2.895
H: 0.866 -0.750 -4.763
H: -3.574 -1.916 4.816
C: 0.589 3.177 0.508
C: -1.784 -1.898 1.389
C: -3.079 -1.860 3.852
C: 3.566 -5.504 -2.866
N: -0.979 -1.929 0.312
H: -6.277 -5.775 0.800
O: -1.514 0.111 -1.659
C: 4.490 -2.905 -2.592
H: 1.599 -4.651 -2.774
C: 1.681 2.360 0.887
C: -5.669 -3.779 1.250
N: -5.398 -4.164 2.573
C: -0.627 -1.156 -6.210
C: 3.759 0.680 1.605
C: -0.196 -0.833 -4.946
N: -4.551 -3.572 3.317
C: 2.663 -4.460 -2.754
H: 3.199 -6.517 -2.969
H: 2.825 3.935 1.812
H: -1.943 -0.106 4.327
C: 4.932 -5.258 -2.838
C: -2.183 -0.862 3.592
Br: -7.238 -2.738 -3.047
C: -0.782 -0.228 -2.578
N: 1.622 1.028 0.565
H: 4.694 2.438 2.463
C: -1.125 -0.612 -3.897
H: -6.031 -1.140 -0.862
C: -0.402 5.198 0.325
N: -1.494 4.730 -0.294
C: 2.627 0.252 0.928
H: -3.985 -1.194 -5.674
H: -5.196 -1.679 1.375
O: 0.627 -0.136 -2.250
C: -2.508 -0.756 -4.200
H: 5.636 -6.075 -2.922
Li: -0.390 0.451 0.100
C: -6.085 -2.158 -0.499
H: 2.527 -0.795 0.656
C: -6.213 -4.764 0.419
C: 2.187 -2.064 -2.500
H: -3.507 -4.778 0.939
C: -2.928 -1.081 -5.464
C: -2.024 -3.964 -0.352
C: 3.832 2.048 1.931
H: 4.841 -1.887 -2.480

=====

No. 2
This record from the Open Molecules 2025 dataset describes a structure of composition C38H26BrClCrF4NO4PS. The level of theory is ωB97M-V with the def2-TZVPD basis set.

The value obtained for the LUMO energy (alpha / beta) is 1.979 / 1.990 eV. The expectation value of S² is 0.77. The highest occupied orbital energy (alpha / beta) is -4.84 / -4.84 eV. As for the spin multiplicity: 2. The relative energy (zero: lowest compared OMol25 entry of this formula, charge and spin) is 39.5 kcal per mole. Its charge is -1. The value obtained for the HOMO-LUMO gap (alpha / beta) is 0.2507 / 0.2509 Eh. Its electronic energy is -7037.18456 a.u.

Geometry (Å):
H: 3.506 -4.811 -0.128
C: 3.884 -2.962 -1.159
C: 0.417 0.158 -3.995
H: 4.179 2.720 1.926
H: -2.821 -0.461 0.277
C: 1.336 -2.207 -0.292
C: -2.202 -1.657 -3.331
C: -2.564 -5.432 1.652
H: -2.677 2.867 1.972
C: 0.430 -0.223 -5.334
H: 2.870 6.662 3.000
P: -0.253 -1.558 0.344
C: -1.555 1.537 3.280
C: -3.618 -0.592 -1.706
C: -1.081 -3.123 0.996
C: 1.424 5.382 2.062
H: -0.464 3.395 -4.307
H: -2.018 -1.981 -4.350
H: -4.137 -0.838 -3.776
O: -1.064 4.914 1.009
H: -4.539 -0.081 -1.446
H: 0.625 6.112 2.079
H: 0.705 -1.230 -5.628
H: -0.508 2.726 -6.717
C: 0.085 1.455 -3.621
H: 0.439 0.821 5.823
C: 1.853 -3.457 0.041
C: -3.391 -1.015 -3.009
H: -3.179 1.177 1.908
H: 0.676 -0.557 -3.225
F: -3.250 -6.510 1.952
F: -0.708 -4.191 -1.090
C: 0.121 1.918 -2.178
O: -0.687 2.774 0.638
H: -0.304 -2.361 -2.618
C: 3.403 3.479 1.971
C: -2.644 -0.799 -0.739
F: -2.960 -4.589 3.757
C: 0.447 0.556 3.654
C: 0.084 0.711 -6.296
C: 2.136 3.154 1.455
C: 1.689 -0.258 3.415
C: 2.675 5.685 2.568
H: 1.669 -0.742 2.442
N: -0.468 0.902 2.655
C: 3.390 -1.701 -1.467
Cr: -0.152 1.031 0.732
C: -2.403 -4.427 2.563
C: -0.048 0.959 4.863
C: -0.230 2.378 -4.607
C: -0.249 2.011 -5.946
O: -0.144 0.953 -1.310
C: -1.976 -5.318 0.427
C: 3.673 4.717 2.520
C: -0.300 3.969 1.023
C: -1.323 1.576 4.626
O: 0.361 3.093 -1.996
H: 1.282 -4.145 0.651
S: 2.056 1.550 0.722
Cl: 0.077 0.244 -7.986
C: -1.234 -1.868 -2.359
C: 2.131 -1.317 -1.021
Br: -1.510 -2.044 3.638
H: 4.868 -3.261 -1.501
C: 3.118 -3.833 -0.393
C: -2.807 1.966 2.569
H: 2.595 0.349 3.445
C: -1.250 -4.188 0.118
H: -1.996 1.993 5.369
H: 1.765 -0.317 -1.226
H: 3.991 -0.998 -2.036
H: -3.586 2.154 3.310
C: -1.678 -3.287 2.253
F: -2.099 -6.297 -0.454
C: -1.443 -1.427 -1.063
C: 1.125 4.133 1.511
H: 4.662 4.925 2.914
H: 1.770 -1.038 4.181

=====

Question: Number 2 is which compound?
Answer: C38H26BrClCrF4NO4PS